{
  "formula": "C42H37As2MnN7SSe2",
  "method": "ωB97M-V/def2-TZVPD",
  "e_above_lowest_kj_mol": 263.2,
  "total_energy_ha": -12829.0607,
  "homo_lumo_gap_ev": [6.85, 6.45],
  "max_force_ev_per_a": 1.17,
  "charge": 2,
  "multiplicity": 4,
  "s2": 3.81,
  "elements": ["Mn", "Se", "N", "C", "C", "C", "C", "C", "N", "C", "C", "N", "C", "C", "C", "C", "C", "N", "H", "H", "H", "H", "H", "H", "C", "C", "As", "C", "C", "C", "C", "C", "C", "C", "C", "C", "C", "C", "C", "As", "C", "C", "C", "C", "C", "C", "C", "C", "C", "C", "C", "C", "H", "H", "H", "H", "H", "H", "H", "H", "H", "H", "H", "H", "H", "H", "H", "H", "H", "H", "H", "H", "H", "H", "H", "H", "Se", "C", "C", "C", "N", "N", "C", "N", "S", "H", "H", "H", "H", "H", "H", "H"],
  "xyz": [[-0.19, 0.46, 0.43], [-4.70, -2.03, 5.88], [-3.65, -0.62, 5.75], [-3.11, -0.67, 4.56], [-2.18, 0.34, 4.05], [-1.84, 1.50, 4.75], [-1.00, 2.41, 4.15], [-0.49, 2.15, 2.89], [-0.77, 1.03, 2.23], [-1.64, 0.15, 2.78], [-2.06, -0.96, 1.94], [-1.56, -0.96, 0.68], [-1.97, -1.90, -0.17], [-2.87, -2.89, 0.20], [-3.37, -2.91, 1.48], [-2.96, -1.92, 2.37], [-3.48, -1.79, 3.74], [-4.32, -2.64, 4.27], [-2.26, 1.67, 5.73], [-0.74, 3.34, 4.64], [0.15, 2.86, 2.39], [-1.59, -1.86, -1.18], [-3.17, -3.63, -0.53], [-4.07, -3.67, 1.81], [2.33, -0.80, -0.89], [1.17, -0.32, -1.77], [0.42, -1.64, -3.06], [-0.49, -0.37, -4.23], [-1.01, -0.92, -5.40], [-1.69, -0.12, -6.31], [-1.86, 1.23, -6.06], [-1.36, 1.78, -4.89], [-0.67, 0.98, -3.98], [2.09, -1.86, -4.03], [2.77, -0.78, -4.59], [3.94, -1.00, -5.30], [4.43, -2.29, -5.46], [3.75, -3.37, -4.91], [2.58, -3.15, -4.19], [1.56, -1.35, 0.81], [3.04, -1.58, 2.02], [2.78, -1.97, 3.33], [3.83, -2.23, 4.20], [5.14, -2.10, 3.76], [5.40, -1.69, 2.46], [4.36, -1.43, 1.58], [1.01, -3.19, 0.56], [0.18, -3.75, 1.53], [-0.17, -5.09, 1.45], [0.30, -5.87, 0.40], [1.13, -5.30, -0.57], [1.49, -3.97, -0.49], [2.99, 0.03, -0.66], [2.94, -1.56, -1.37], [1.45, 0.56, -2.33], [0.27, 0.00, -1.18], [-0.88, -1.98, -5.61], [-2.08, -0.56, -7.22], [-2.40, 1.85, -6.76], [-1.49, 2.84, -4.68], [-0.30, 1.45, -3.07], [2.37, 0.22, -4.50], [4.46, -0.16, -5.75], [5.33, -2.46, -6.03], [4.13, -4.37, -5.04], [2.04, -3.99, -3.77], [1.76, -2.08, 3.67], [3.62, -2.55, 5.21], [5.96, -2.31, 4.43], [6.42, -1.59, 2.12], [4.57, -1.13, 0.57], [-0.20, -3.15, 2.35], [-0.81, -5.53, 2.20], [0.03, -6.91, 0.33], [1.50, -5.91, -1.38], [2.15, -3.56, -1.24], [-1.78, 1.79, -0.53], [1.07, 5.16, -2.28], [2.36, 4.38, -1.99], [2.20, 3.44, -0.83], [1.28, 2.56, -0.74], [1.34, 1.82, 0.44], [2.35, 2.17, 1.21], [2.64, 1.60, 2.38], [3.26, 3.47, 0.56], [1.18, 5.73, -3.20], [0.85, 5.86, -1.47], [0.23, 4.48, -2.38], [3.19, 5.06, -1.79], [2.64, 3.79, -2.86], [2.10, 0.81, 2.72], [3.44, 1.89, 2.92]],
  "lowdin_charge": [0.125, 1.226, -0.206, -0.336, -0.062, 0.053, 0.008, -0.096, -0.021, -0.125, -0.148, -0.054, -0.093, 0.009, 0.047, -0.070, -0.334, -0.205, 0.136, 0.129, 0.114, 0.071, 0.132, 0.136, -0.375, -0.460, 1.316, -0.405, -0.120, -0.065, -0.067, -0.073, -0.137, -0.422, -0.100, -0.065, -0.065, -0.069, -0.129, 1.336, -0.397, -0.121, -0.061, -0.056, -0.058, -0.098, -0.365, -0.135, -0.064, -0.052, -0.053, -0.106, 0.064, 0.070, 0.051, -0.054, 0.102, 0.113, 0.112, 0.107, 0.038, 0.101, 0.111, 0.113, 0.112, 0.088, 0.096, 0.115, 0.117, 0.116, 0.098, 0.094, 0.115, 0.116, 0.115, 0.076, 0.521, -0.073, -0.217, -0.560, 0.010, -0.133, -0.701, 0.149, 1.181, 0.085, 0.085, 0.063, 0.109, 0.122, 0.077, 0.124]
}